{
  "formula": "C4H9NO",
  "method": "ωB97M-V/def2-TZVPD",
  "species": ["C", "C", "C", "N", "C", "O", "H", "H", "H", "H", "H", "H", "H", "H", "H"],
  "coordinates": [[-1.737, 0.513, 0.316], [-0.880, -0.423, -0.514], [0.011, -1.269, 0.152], [1.705, -0.296, 0.454], [1.803, 0.778, -0.270], [1.198, 0.871, -1.402], [-2.262, 1.249, -0.300], [-2.492, -0.016, 0.915], [-1.110, 1.079, 1.021], [0.207, 0.312, -1.190], [-1.262, -0.769, -1.475], [0.482, -2.079, -0.396], [-0.072, -1.444, 1.224], [2.047, -0.170, 1.404], [2.361, 1.665, 0.061]],
  "forces_ev_per_angstrom": [[-0.035, 0.068, 0.004], [0.039, -0.168, 0.141], [-0.131, 0.055, -0.142], [0.098, 0.257, -0.138], [0.027, -0.061, 0.194], [0.022, -0.015, 0.071], [0.079, -0.115, 0.051], [0.111, 0.074, -0.120], [-0.097, -0.066, -0.117], [-0.059, -0.059, 0.054], [0.053, 0.004, 0.129], [-0.150, 0.071, 0.107], [0.040, 0.093, -0.148], [0.078, -0.049, -0.163], [-0.076, -0.089, 0.077]],
  "homo_lumo_gap_ev": 8.9,
  "e_tot_ev": -7828.99630,
  "relative_energy_kj_mol": 320.68,
  "mol_weight_g_mol": 87.1,
  "multiplicity": 1
}

{
  "formula": "C4H9NO",
  "method": "ωB97M-V/def2-TZVPD",
  "species": ["C", "N", "C", "C", "O", "C", "H", "H", "H", "H", "H", "H", "H", "H", "H"],
  "coordinates": [[-1.929, -0.357, -0.189], [-0.634, -0.233, -0.334], [0.421, -1.187, 0.073], [1.458, -0.199, -0.540], [2.452, 0.301, 0.324], [0.261, 0.651, -0.817], [-2.309, -1.239, 0.306], [-1.302, 1.607, 1.596], [-2.584, 0.397, -0.604], [0.301, -2.155, -0.422], [0.472, -1.303, 1.158], [2.003, -0.621, -1.393], [2.007, 0.929, 0.910], [-0.651, 1.884, 1.347], [0.034, 1.524, -1.416]],
  "forces_ev_per_angstrom": [[0.022, 0.017, -0.065], [-0.117, 0.057, 0.020], [0.047, -0.206, 0.107], [-0.092, -0.227, -0.257], [-0.070, 0.183, 0.202], [-0.116, 0.064, -0.086], [0.090, 0.110, -0.075], [0.062, 0.028, -0.009], [0.100, -0.083, 0.055], [0.017, 0.139, 0.071], [0.028, 0.047, -0.144], [-0.085, 0.068, 0.096], [0.140, -0.076, -0.047], [-0.073, -0.013, 0.030], [0.046, -0.106, 0.101]],
  "homo_lumo_gap_ev": 8.3,
  "e_tot_ev": -7827.70698,
  "relative_energy_kj_mol": 445.08,
  "mol_weight_g_mol": 87.1,
  "multiplicity": 1
}

Number 1: LUMO level 0.96 eV. Number 2: LUMO level 1.07 eV.